The following is a DFT calculation (wB97M-V/def2-TZVPD) of a 21-piece molecular cluster, C65H182N32O28 overall at a distorted geometry.

Computed properties:
* calculated total energy: -175370.83146 eV
* charge: 0
* largest force on an atom: 4.62 eV Å⁻¹

CARTESIAN COORDINATES (ANGSTROEM)
1 C -1.1964 3.9124 -0.1668
2 O -1.6943 4.1588 0.9056
3 N -1.6663 4.5120 -1.3134
4 N -0.0906 3.1696 -0.4373
5 H -1.3684 4.0983 -2.2069
6 H -2.6466 4.7304 -1.3278
7 H 0.1576 2.5053 0.3214
8 H 0.0510 2.8271 -1.3942
9 C -5.2135 -0.2671 1.8593
10 O -4.8238 -1.3910 1.6886
11 N -4.5061 0.5446 2.7445
12 N -6.2067 0.3364 1.2263
13 H -4.7972 1.4688 2.9203
14 H -3.7352 0.1879 3.2402
15 H -6.8376 -0.3430 0.8429
16 H -6.6639 1.0550 1.7651
17 C -5.0084 3.2026 -2.1901
18 O -5.1584 3.0684 -3.4277
19 N -4.9121 4.5007 -1.6467
20 N -4.7963 2.2008 -1.3246
21 H -5.0284 5.2736 -2.2683
22 H -4.9194 4.6671 -0.6328
23 H -5.0851 1.2801 -1.6591
24 H -4.6868 2.4335 -0.3539
25 C 2.6071 -3.8725 -5.4002
26 O 1.6093 -3.9712 -6.1017
27 N 3.6143 -2.9371 -5.5399
28 N 2.8555 -4.7537 -4.4962
29 H 4.0956 -2.7562 -4.6418
30 H 3.3123 -2.1457 -6.2125
31 H 2.1853 -5.4826 -4.3840
32 H 3.7429 -4.8878 -4.0234
33 C 5.3517 -0.3803 0.3068
34 O 6.4923 -0.7831 0.5458
35 N 4.9960 0.4745 -0.7185
36 N 4.3380 -0.8060 1.0949
37 H 4.0291 0.4759 -1.0054
38 H 5.6854 0.2795 -1.4605
39 H 3.3684 -0.6046 0.9018
40 H 4.4878 -1.3221 1.9117
41 C 1.6818 -0.9690 -7.8014
42 O 2.8922 -1.2586 -7.7223
43 N 1.4258 0.2318 -8.5255
44 N 0.6283 -1.5279 -7.1269
45 H 0.4439 0.4875 -8.6203
46 H 2.0015 0.2916 -9.3644
47 H 0.9337 -2.3891 -6.6777
48 H -0.3309 -1.3951 -7.4612
49 C -4.6220 0.5061 5.8579
50 O -5.4905 1.4153 5.9040
51 N -4.9254 -0.8420 5.7363
52 N -3.3338 0.8661 5.7493
53 H -4.1461 -1.5382 5.8099
54 H -5.8067 -1.0773 6.0310
55 H -3.1733 1.8920 5.6573
56 H -2.6374 0.1649 5.7210
57 C -2.5256 0.9162 -7.3491
58 O -1.7053 0.2420 -7.9042
59 N -3.0601 0.5301 -6.1547
60 N -2.9893 2.1090 -7.7960
61 H -2.6951 -0.3114 -5.7401
62 H -3.3782 1.2022 -5.4817
63 H -2.7911 2.4236 -8.7376
64 H -3.6607 2.6230 -7.3256
65 C -3.9913 4.2207 6.6873
66 O -3.3446 3.7963 5.7225
67 N -4.7574 3.4577 7.4679
68 N -3.8225 5.5602 7.0450
69 H -5.0521 2.6187 6.9768
70 H -5.4033 3.9532 8.0218
71 H -3.1407 6.0490 6.5434
72 H -4.0411 5.8720 8.0008
73 C -1.8156 6.8915 4.1699
74 O -2.3596 7.3640 5.1893
75 N -1.3051 7.6577 3.1269
76 N -1.6953 5.5494 3.9849
77 H -0.5481 7.2129 2.5633
78 H -1.3436 8.6630 3.3263
79 H -1.5231 5.1447 3.0741
80 H -2.2111 4.9542 4.6130
81 C -1.7105 -2.4427 4.6845
82 O -2.3782 -2.4793 5.7104
83 N -2.2873 -2.7090 3.4476
84 N -0.4707 -1.8429 4.6191
85 H -3.2710 -2.8872 3.4584
86 H -2.0077 -2.2414 2.5614
87 H -0.0101 -1.5622 5.4677
88 H 0.0912 -2.1365 3.8896
89 C -7.1991 3.9952 1.5783
90 O -5.8844 3.5050 1.7875
91 C -5.1225 4.3700 2.6800
92 C -4.8962 5.8638 2.3276
93 N -4.2345 5.9268 1.0011
94 C -3.9177 7.2694 0.5627
95 C -5.1058 8.0263 -0.1800
96 O -6.1358 8.6629 0.6500
97 C -5.7290 9.8434 1.3349
98 H -7.7569 4.1036 2.4779
99 H -7.7736 3.3698 0.8961
100 H -7.1194 5.0072 1.1810
101 H -4.1516 3.9187 2.7753
102 H -5.5849 4.3241 3.6339
103 H -4.3426 6.4303 3.0877
104 H -5.8367 6.3496 2.1460
105 H -3.3685 5.3871 1.0832
106 H -3.1587 7.0999 -0.2193
107 H -3.4993 7.8621 1.3309
108 H -5.6622 7.4199 -0.9367
109 H -4.4861 8.8642 -0.6801
110 H -5.8905 10.7084 0.6915
111 H -4.7029 9.7422 1.8200
112 H -6.3713 10.0053 2.1821
113 C 3.7086 0.8500 -3.7860
114 O 3.0960 1.3306 -2.6516
115 C 2.7412 2.6931 -2.6872
116 C 1.7685 2.9985 -3.7993
117 N 0.4635 2.4603 -3.3906
118 C -0.4837 2.3945 -4.4889
119 C -0.7956 3.7774 -5.1105
120 O -1.9530 4.2305 -4.4198
121 C -2.6703 5.2596 -5.1250
122 H 2.9354 0.6469 -4.5577
123 H 4.2144 -0.0840 -3.5563
124 H 4.4655 1.5101 -4.1890
125 H 3.6937 3.3017 -2.7965
126 H 2.2933 2.8598 -1.7105
127 H 2.0681 2.5922 -4.7430
128 H 1.8182 4.1056 -3.9348
129 H 0.6603 1.5473 -2.9807
130 H -1.4431 2.0094 -4.0659
131 H -0.2114 1.6317 -5.2797
132 H -1.0784 3.6225 -6.1870
133 H 0.0411 4.4850 -5.0589
134 H -2.7290 4.9533 -6.1620
135 H -2.2497 6.1937 -5.0444
136 H -3.6363 5.3855 -4.7427
137 C -1.4064 -2.9424 -9.1947
138 O -1.7162 -3.0396 -7.8354
139 C -1.5889 -4.2435 -7.1931
140 C -1.7287 -3.9994 -5.6709
141 N -1.3372 -5.1975 -4.8949
142 C -0.9160 -4.8507 -3.5861
143 C -0.6816 -5.9381 -2.5911
144 O 0.5362 -6.6451 -2.9247
145 C 0.7994 -7.5898 -1.9488
146 H -1.8705 -3.7908 -9.7467
147 H -0.3366 -2.9110 -9.3952
148 H -2.0033 -2.0257 -9.5391
149 H -0.5754 -4.6247 -7.3647
150 H -2.2548 -5.0798 -7.5046
151 H -2.7775 -3.6695 -5.4457
152 H -1.1514 -3.1428 -5.3293
153 H -0.5594 -5.6530 -5.4063
154 H -1.7275 -4.1890 -3.1683
155 H -0.0075 -4.1986 -3.7025
156 H -1.5723 -6.5839 -2.5802
157 H -0.5250 -5.4836 -1.6062
158 H 0.4478 -7.3457 -0.9241
159 H 1.8587 -7.7629 -1.9273
160 H 0.4159 -8.6029 -2.1403
161 C 1.3751 7.3255 7.1705
162 O 0.6053 6.2661 6.7016
163 C 1.2017 4.9647 6.8295
164 C 0.8080 4.1357 5.5940
165 N 1.4196 4.7210 4.4033
166 C 1.3286 3.9639 3.1300
167 C 1.7627 4.9158 2.0021
168 O 0.8642 6.0295 1.8322
169 C 1.0662 6.7516 0.6375
170 H 2.3249 7.3039 6.6509
171 H 1.6711 7.1938 8.2808
172 H 0.8977 8.3302 6.9123
173 H 0.8899 4.3921 7.7450
174 H 2.2507 5.1154 7.0177
175 H -0.3046 4.1537 5.6239
176 H 1.1526 3.1042 5.7108
177 H 1.1306 5.6940 4.2211
178 H 0.3535 3.5348 2.8768
179 H 2.0074 3.0852 3.1629
180 H 1.9550 4.4614 1.0525
181 H 2.7063 5.3922 2.2413
182 H 0.7798 6.1070 -0.2394
183 H 2.0970 7.0119 0.5583
184 H 0.4614 7.6107 0.8510
185 C -0.9953 1.9174 8.1427
186 O -0.0890 0.8718 7.8893
187 C -0.4254 -0.4915 8.2478
188 C 0.8188 -1.3551 8.2092
189 N 1.6007 -1.1748 6.9593
190 C 2.8637 -1.8731 6.8678
191 C 3.7020 -1.4036 5.6097
192 O 4.3533 -0.2072 5.9923
193 C 5.0103 0.3312 4.8858
194 H -1.3845 1.8839 9.2073
195 H -1.8433 1.8504 7.4903
196 H -0.5338 2.8359 7.9569
197 H -1.2523 -0.8845 7.6220
198 H -0.7351 -0.4222 9.2398
199 H 0.5018 -2.4455 8.3981
200 H 1.5023 -1.1225 9.0326
201 H 1.7702 -0.1630 6.8389
202 H 2.5720 -2.9184 6.7561
203 H 3.4804 -1.7694 7.8196
204 H 3.1113 -1.0974 4.8122
205 H 4.4421 -2.1584 5.2531
206 H 5.6142 1.1508 5.2899
207 H 4.3769 0.7811 4.0863
208 H 5.7461 -0.3938 4.4684
209 C 0.7724 -1.3644 -3.8466
210 O 0.6787 -1.2411 -2.3975
211 C 1.8105 -1.9658 -1.7645
212 C 1.5113 -2.1290 -0.3027
213 N 1.4581 -0.7228 0.2831
214 C 0.9751 -0.7397 1.6786
215 C 1.0757 0.5897 2.3376
216 O 0.0023 1.3904 1.8611
217 C -1.1786 1.4162 2.7438
218 H 1.3100 -0.5569 -4.2506
219 H -0.2251 -1.1011 -4.2046
220 H 0.9508 -2.4123 -4.1782
221 H 2.7255 -1.3764 -1.9451
222 H 1.9224 -2.9913 -2.1905
223 H 2.3312 -2.7008 0.1281
224 H 0.6210 -2.6321 -0.1990
225 H 0.8201 -0.1768 -0.3290
226 H 1.6767 -1.3706 2.3275
227 H -0.0298 -1.1641 1.7450
228 H 2.0404 1.1043 2.0651
229 H 1.1061 0.3768 3.4523
230 H -0.8277 1.7630 3.7555
231 H -1.6061 0.4178 2.9067
232 H -1.9117 2.1256 2.3220
233 C -7.1088 0.1405 -2.9336
234 O -6.0457 -0.6205 -2.3208
235 C -5.6029 -1.7508 -3.0427
236 C -4.3220 -2.1964 -2.4353
237 N -4.5504 -2.6380 -1.0272
238 C -3.4476 -3.2717 -0.3625
239 C -2.0020 -2.7404 -0.5015
240 O -1.6587 -1.6116 0.2982
241 C -2.1738 -0.3711 -0.1956
242 H -7.8020 0.3496 -2.1346
243 H -7.7060 -0.4396 -3.6956
244 H -6.8191 1.1447 -3.3721
245 H -5.5690 -1.4887 -4.1713
246 H -6.3779 -2.4790 -3.0407
247 H -3.6504 -1.3540 -2.5775
248 H -3.9014 -2.9572 -3.1134
249 H -4.8936 -1.9215 -0.3481
250 H -3.3432 -4.2549 -0.8345
251 H -3.6394 -3.2804 0.6999
252 H -1.7776 -2.5371 -1.5677
253 H -1.3445 -3.5066 -0.1970
254 H -1.7971 -0.2424 -1.2379
255 H -1.6913 0.4169 0.4533
256 H -3.2494 -0.3974 -0.1261
257 C 4.6507 -4.4865 -1.0706
258 C 5.1326 -3.6378 -2.1450
259 C 6.2954 -2.8877 -1.5833
260 O 6.6025 -1.7728 -2.4933
261 C 7.9897 -1.4236 -2.5851
262 N 5.3549 -4.4715 -3.2940
263 H 3.7500 -5.0229 -1.3144
264 H 4.3547 -3.8020 -0.3040
265 H 5.4383 -5.1011 -0.6243
266 H 4.3616 -2.8894 -2.4424
267 H 7.1769 -3.4812 -1.4449
268 H 6.0583 -2.5097 -0.6115
269 H 8.6402 -2.3120 -2.4141
270 H 8.3599 -0.6900 -1.8177
271 H 8.1942 -1.0765 -3.6232
272 H 6.0014 -5.1717 -3.0528
273 H 5.8096 -3.9308 -4.0361
274 C 2.0978 -6.6000 2.1449
275 C 2.4452 -5.5531 3.2050
276 C 3.9193 -5.6366 3.6304
277 O 4.7118 -5.4324 2.5344
278 C 6.1099 -5.2824 2.6696
279 N 2.0912 -4.1659 2.8619
280 H 0.9846 -6.7347 2.0992
281 H 2.5521 -7.5676 2.3502
282 H 2.4018 -6.2815 1.1485
283 H 1.8622 -5.7642 4.1382
284 H 4.1138 -6.6256 3.9798
285 H 4.2258 -4.9350 4.5029
286 H 6.5733 -6.1487 3.2309
287 H 6.2825 -4.3766 3.1372
288 H 6.5027 -5.2545 1.6578
289 H 2.5310 -3.7126 2.0580
290 H 1.1145 -4.0120 2.8057
291 C 5.5852 -8.5852 -2.0931
292 C 5.4111 -8.0003 -3.4953
293 C 6.6704 -7.6658 -4.2569
294 O 7.3932 -6.8427 -3.3266
295 C 8.4975 -6.1984 -3.9979
296 N 4.4731 -8.7631 -4.2621
297 H 6.4626 -8.2910 -1.4725
298 H 5.7265 -9.6880 -2.0805
299 H 4.6773 -8.3643 -1.5865
300 H 4.9325 -7.0135 -3.3267
301 H 6.5077 -7.0540 -5.1135
302 H 7.2774 -8.5486 -4.5677
303 H 9.4444 -6.4270 -3.4004
304 H 8.2535 -5.1876 -3.9590
305 H 8.5937 -6.4529 -5.0439
306 H 3.6216 -8.2041 -4.4603
307 H 4.8508 -9.0172 -5.2062

Force components x, y, z for each atom (eV/Å):
C 0.22 0.61 -2.65
O -0.34 -0.27 1.89
N 0.14 -0.28 -1.04
N 0.74 -1.50 1.39
H -0.22 0.39 0.58
H -0.34 0.15 0.16
H -0.17 0.68 -0.61
H -0.23 0.43 0.36
C 3.20 1.65 2.90
O 0.08 -2.22 -0.84
N -1.32 -0.49 -1.51
N -1.94 0.48 -0.76
H -0.28 1.04 0.28
H 0.56 -0.56 0.45
H -0.33 -0.04 -0.39
H -0.01 0.32 -0.20
C 0.49 2.38 -1.93
O -0.06 -0.27 1.74
N 0.03 -1.71 0.46
N -0.27 -0.52 -0.43
H -0.18 0.05 -0.19
H -0.03 0.21 -0.46
H 0.29 0.18 0.57
H -0.25 -0.39 0.29
C 1.35 1.30 -1.55
O -1.21 0.66 -0.89
N -1.05 1.51 -0.50
N 0.04 -2.95 2.91
H -0.44 0.28 -1.21
H 1.04 -1.16 1.13
H -0.53 -0.33 0.08
H 0.37 0.43 0.00
C 0.33 -0.64 1.03
O -0.12 0.85 -0.57
N 1.60 -0.90 -0.11
N -1.42 0.62 -0.58
H -0.08 0.09 -0.17
H -0.77 0.54 0.15
H -0.19 0.30 -0.45
H 0.85 -0.71 1.00
C 0.59 2.37 -0.32
O -1.41 -0.84 0.43
N -0.68 -1.17 0.21
N 1.36 0.58 -0.74
H 0.27 -0.17 -0.24
H -0.31 0.14 0.50
H -0.52 -0.47 0.02
H 0.61 -0.06 0.33
C -1.27 0.36 -0.99
O 0.26 -1.75 0.19
N 3.46 1.13 -0.21
N -0.21 0.94 -0.09
H -1.01 0.75 -0.01
H -2.28 -0.77 0.72
H 0.11 -0.83 0.12
H 0.89 -0.39 0.01
C -0.82 0.61 1.50
O 1.30 -0.96 -1.63
N -0.33 -0.28 0.72
N 1.19 0.03 -1.74
H 0.19 -0.01 -0.25
H -0.32 0.31 0.01
H 0.21 -0.38 0.36
H -1.45 0.74 1.10
C 1.67 2.42 0.46
O -0.08 -0.61 -0.48
N 0.45 -0.17 -0.22
N -1.90 -1.89 1.57
H -0.52 -0.47 0.01
H -0.82 0.26 0.68
H 1.19 1.16 -0.93
H 0.20 -0.34 -1.01
C -0.35 0.07 0.53
O 0.68 -0.21 -1.41
N 0.03 -0.08 0.42
N -0.05 -0.07 -0.34
H -0.85 0.73 0.81
H 0.44 -0.84 -0.32
H 0.18 0.31 -0.14
H -0.21 -0.09 0.36
C -0.70 2.16 -1.25
O 0.11 -0.43 0.48
N 0.88 0.07 -0.60
N -1.82 -0.29 0.98
H -0.39 -0.14 0.22
H 0.09 -0.42 1.08
H 0.39 -0.19 0.49
H 1.46 -0.44 -1.54
C 0.60 0.77 -0.67
O 0.40 0.60 0.11
C 0.12 0.50 -0.32
C -0.29 -0.89 -1.96
N 0.02 -0.65 1.04
C -1.69 -1.03 -2.16
C 1.31 1.72 0.51
O 0.97 -0.89 -0.24
C 0.94 -0.70 0.37
H -0.41 -0.20 1.17
H 0.39 -0.17 -0.11
H -0.25 0.01 -0.43
H 0.47 -0.44 -0.07
H -0.51 -0.07 1.13
H -0.08 -0.47 0.26
H -0.64 0.42 0.46
H -0.04 0.18 -0.19
H -0.07 0.50 0.15
H 0.49 0.95 0.94
H 0.64 0.35 0.75
H -1.30 -0.96 0.19
H 0.69 0.14 -0.15
H -0.95 0.35 -1.07
H -0.61 -0.26 0.33
C -0.37 -0.85 -1.36
O -0.39 -0.18 1.24
C 1.53 0.27 -0.36
C -0.21 1.07 1.06
N 0.53 0.68 -0.15
C -0.72 -0.94 -0.40
C -0.89 -1.15 -0.46
O -0.33 0.97 -0.11
C 0.65 -2.54 -0.31
H 0.71 0.04 0.03
H -0.06 -0.23 0.16
H 0.20 0.50 -0.14
H -1.00 -0.44 0.14
H -0.02 0.45 0.00
H 0.46 -0.40 -0.72
H -0.64 -0.66 0.22
H -0.30 -0.12 -0.32
H 0.54 0.39 -0.36
H 0.15 0.84 0.48
H 0.40 0.15 0.71
H -0.17 -0.07 0.06
H -0.14 0.14 -0.45
H 1.65 2.20 0.07
H -1.53 -0.50 0.80
C -2.16 0.22 -0.99
O -0.96 1.25 0.19
C 1.18 -1.37 1.30
C -0.80 -0.34 0.02
N -0.32 -0.88 -1.95
C 0.10 2.34 0.46
C 0.49 -0.12 -0.60
O -1.38 0.69 0.08
C 0.35 -1.52 0.94
H 0.44 0.26 0.18
H 0.09 0.20 0.00
H 1.43 -1.04 0.27
H 0.20 -0.13 0.09
H -0.18 0.76 -0.11
H 0.51 -0.68 -0.09
H 0.61 0.26 -0.42
H -0.59 0.42 0.48
H 0.73 -0.53 -0.14
H -0.38 -0.35 0.69
H 0.36 -0.23 0.11
H -0.19 -0.05 0.04
H 0.21 0.35 -0.52
H 0.77 0.19 0.22
H -0.52 0.26 -0.37
C 0.74 0.66 1.03
O -0.90 -0.90 -0.01
C -0.55 -0.16 0.49
C 0.16 1.09 0.29
N -0.11 -0.09 -0.82
C 0.32 0.72 0.12
C 0.18 0.80 0.59
O -0.30 -1.24 0.67
C -0.55 -1.62 0.23
H 0.55 0.19 -0.27
H -0.86 0.55 -1.35
H 0.29 -1.55 0.71
H -0.36 0.77 -0.49
H 0.83 -0.18 -0.63
H 0.41 -0.21 -0.38
H 0.02 0.03 0.02
H -0.14 -0.85 0.50
H -0.22 0.36 0.20
H -0.06 0.59 -0.01
H -0.43 -0.80 -0.68
H 0.58 -0.13 0.51
H -0.05 0.93 0.54
H 0.96 0.49 -0.25
H -0.32 0.73 -1.02
C -1.31 -1.95 1.64
O 1.12 -0.71 -0.54
C 0.14 1.32 -1.50
C 0.83 -1.08 -0.28
N -0.99 1.21 -0.38
C 0.58 -0.34 -0.26
C 0.52 -0.55 2.90
O -0.05 -0.23 0.00
C 1.44 0.90 -0.05
H 0.45 0.10 -0.93
H -0.68 -0.05 -0.32
H 0.98 1.28 -0.15
H 0.44 0.13 0.11
H -0.90 -0.35 1.91
H 0.45 1.43 -0.69
H -0.26 0.20 0.38
H -0.26 -0.63 0.30
H 0.49 -0.27 -0.01
H -0.36 -0.06 -1.11
H -1.75 -0.20 -1.69
H -0.44 0.25 0.40
H -0.07 0.01 -0.21
H -0.02 -0.64 0.43
H -0.57 0.26 -0.10
C -2.30 -0.60 1.33
O 1.55 -1.48 -0.27
C -0.93 0.18 -0.97
C 1.97 3.26 -0.36
N -0.38 -1.21 -0.08
C 1.64 -1.27 0.17
C 0.28 0.27 0.47
O -1.15 0.34 1.24
C 1.36 0.40 0.53
H 1.72 0.43 -0.63
H -0.36 -0.32 0.04
H 0.45 1.01 0.16
H -0.17 -0.24 0.13
H -0.13 0.68 -0.18
H 0.08 0.10 0.31
H -2.17 -1.20 0.47
H 0.42 -0.52 0.71
H -0.67 0.16 -1.14
H -0.03 0.08 0.16
H -0.87 -0.48 0.20
H -0.49 0.85 -0.94
H -0.42 -0.08 -0.81
H 0.15 0.05 -0.41
H 0.48 -0.41 0.09
C -0.41 -0.05 -0.54
O -0.47 1.22 -0.38
C -0.75 1.30 -2.17
C -0.14 -0.18 0.48
N -0.06 1.24 -0.23
C 1.40 -0.26 -0.82
C -1.10 1.40 -0.87
O -0.21 -0.13 -0.01
C 1.66 0.06 0.26
H -0.34 0.18 0.34
H 0.89 0.36 0.62
H 0.30 -1.29 0.34
H 0.73 -0.20 1.51
H -0.65 -1.09 0.48
H 0.46 0.38 0.45
H -0.13 -0.42 0.75
H 0.13 -0.40 -1.44
H -0.13 -0.50 0.56
H -0.36 -0.55 0.24
H 0.04 0.13 0.31
H 0.76 -1.08 0.50
H -0.47 0.10 0.47
H -0.84 -0.68 -0.77
H -0.37 0.44 -0.12
C -0.93 -0.34 1.82
C -0.23 0.91 -1.03
C 0.47 1.83 -1.42
O 0.57 -0.55 0.53
C 0.65 -0.35 0.17
N 0.38 1.21 -1.45
H -0.14 -0.70 -0.27
H -0.28 0.26 1.02
H -0.20 -0.31 -0.29
H 0.34 -0.30 0.35
H 0.61 -0.71 -0.22
H -0.17 0.40 0.48
H -0.46 0.27 -0.22
H -0.80 -0.34 -0.66
H -0.25 0.01 0.79
H 1.07 -1.38 0.36
H -0.14 -0.13 0.11
C -1.09 0.12 -0.15
C 0.04 0.64 0.85
C 0.13 1.00 1.59
O 0.34 0.45 -2.15
C -0.71 -2.53 -0.19
N 0.95 0.32 0.15
H 0.89 0.06 0.10
H 0.01 -0.05 0.08
H 0.22 0.07 0.02
H 0.41 0.03 -0.69
H -0.02 -1.11 0.67
H -0.86 -0.67 -1.24
H -0.39 0.86 -0.46
H 0.81 1.89 1.21
H 0.14 -0.04 -0.01
H 0.07 -0.83 0.28
H -0.97 -0.09 -0.12
C 1.64 -1.39 0.21
C -0.18 1.34 0.42
C 0.83 -0.40 1.74
O 0.98 -0.36 -1.20
C 0.76 -1.59 1.88
N -1.16 -0.59 -2.23
H -0.68 0.67 -0.69
H -0.46 0.45 -0.50
H -0.69 0.03 0.79
H 0.41 -0.29 0.01
H -0.69 0.27 -0.99
H -0.33 0.30 0.30
H -1.13 0.40 -1.05
H 0.14 2.11 0.09
H 0.12 -0.49 -0.18
H 0.83 -0.65 0.17
H -0.46 0.22 1.27